This record from OMol25 describes a molecular structure, C55H47Cl2N2O3P2SSeV. The level of theory is ωB97M-V with the def2-TZVPD basis set.

Properties
Maximum force = 0.8 eV/Å
Spin multiplicity = 4
Highest occupied orbital energy (alpha / beta) = -0.3568 / -0.3596 Eh
Kohn-Sham gap (alpha / beta) = 7.14 / 7.22 eV
Total charge = +1
M = 1078.8 g mol⁻¹
<S²> = 3.79
Relative energy (zero: lowest compared OMol25 entry of this formula, charge and spin) = 28.9 kcal/mol

Cartesian coordinates (Å):
V (0.2940, 0.5407, 0.2387)
O (0.3429, -2.5611, -1.1520)
S (-0.2222, -1.2221, -1.4164)
C (-1.8706, -1.4649, -2.0315)
C (-1.9160, -2.1788, -3.2118)
C (-3.1174, -2.5105, -3.8557)
C (-4.2833, -2.0984, -3.2739)
C (-5.7150, -2.2716, -3.7120)
C (-6.5580, -1.6314, -2.5789)
C (-5.5444, -1.1612, -1.5663)
C (-5.6970, -0.5864, -0.3413)
C (-4.5359, -0.3114, 0.4097)
C (-3.2507, -0.5456, -0.0339)
P (-1.8824, -0.3473, 1.1563)
C (-2.4886, 0.8376, 2.3891)
C (-2.2290, 0.6137, 3.7383)
C (-2.6218, 1.5459, 4.6879)
C (-3.2801, 2.7023, 4.2976)
C (-3.5316, 2.9350, 2.9499)
C (-3.1296, 2.0129, 1.9969)
C (-1.8728, -1.9568, 1.9943)
C (-2.9972, -2.3883, 2.7020)
C (-3.0113, -3.6411, 3.2855)
C (-1.9093, -4.4802, 3.1562)
C (-0.7965, -4.0619, 2.4472)
C (-0.7769, -2.7997, 1.8689)
C (-3.0639, -1.1116, -1.3331)
C (-4.2419, -1.4293, -2.0358)
C (0.6660, -0.5768, -2.8251)
C (0.0186, 0.0183, -3.8814)
C (0.6846, 0.3722, -5.0714)
C (2.0087, 0.0575, -5.1834)
C (2.9835, 0.2510, -6.3184)
C (4.3267, -0.3201, -5.7912)
C (4.0518, -0.6808, -4.3529)
C (4.8738, -1.1019, -3.3497)
C (4.3211, -1.2564, -2.0618)
C (2.9844, -1.0840, -1.7641)
P (2.4923, -0.9628, 0.0002)
C (2.6324, -2.6403, 0.6968)
C (2.7075, -3.7680, -0.1141)
C (2.8873, -5.0199, 0.4547)
C (2.9869, -5.1536, 1.8326)
C (2.9057, -4.0312, 2.6454)
C (2.7347, -2.7771, 2.0812)
C (3.8863, -0.1538, 0.8676)
C (3.7693, 1.1548, 1.3240)
C (4.8108, 1.7585, 2.0147)
C (5.9802, 1.0593, 2.2607)
C (6.1013, -0.2549, 1.8287)
C (5.0598, -0.8597, 1.1477)
C (2.0860, -0.7617, -2.8350)
C (2.6824, -0.4981, -4.0771)
H (-0.9836, -2.4891, -3.6652)
H (-3.0995, -3.0670, -4.7829)
H (-5.9508, -3.3274, -3.8483)
H (-5.8858, -1.7843, -4.6727)
H (-7.2490, -2.3473, -2.1329)
H (-7.1584, -0.7972, -2.9436)
H (-6.6717, -0.3679, 0.0747)
H (-4.6739, 0.0987, 1.4014)
H (-1.7059, -0.2783, 4.0576)
H (-2.4082, 1.3620, 5.7323)
H (-3.6049, 3.4195, 5.0405)
H (-4.0563, 3.8312, 2.6431)
H (-3.3211, 2.1965, 0.9463)
H (-3.8594, -1.7405, 2.8044)
H (-3.8807, -3.9667, 3.8408)
H (-1.9238, -5.4612, 3.6126)
H (0.0640, -4.7084, 2.3416)
H (0.0958, -2.4835, 1.3171)
H (-1.0453, 0.1972, -3.8094)
H (0.1336, 0.8414, -5.8753)
H (3.0699, 1.3101, -6.5653)
H (2.6456, -0.2566, -7.2218)
H (5.1410, 0.3993, -5.8743)
H (4.6292, -1.2064, -6.3512)
H (5.9331, -1.2604, -3.5011)
H (5.0054, -1.4843, -1.2568)
H (2.6176, -3.6696, -1.1867)
H (2.9503, -5.8925, -0.1818)
H (3.1309, -6.1321, 2.2722)
H (2.9804, -4.1229, 3.7209)
H (2.6992, -1.9105, 2.7287)
H (2.8547, 1.7057, 1.1642)
H (4.7000, 2.7732, 2.3738)
H (6.7899, 1.5278, 2.8039)
H (7.0023, -0.8154, 2.0386)
H (5.1493, -1.9008, 0.8638)
Cl (2.2116, 2.0336, -1.4743)
C (1.5099, 3.4842, -1.9949)
Cl (-1.2389, 1.7897, -1.0566)
H (0.5318, 3.4265, -2.4384)
H (2.0643, 4.3901, -1.8216)
Se (1.3261, -0.4187, 4.9744)
C (0.9656, -0.1624, 3.2743)
N (0.7322, 0.0022, 2.1388)
O (-0.1793, 2.7823, 3.0487)
C (0.3052, 3.1786, 1.9182)
O (0.6894, 2.4056, 1.0442)
C (0.4271, 4.6882, 1.7498)
N (-0.2220, 5.3201, 2.9040)
C (-1.4059, 6.0804, 2.4349)
C (-1.6899, 5.5212, 1.0437)
C (-0.3010, 5.1950, 0.5012)
H (1.4990, 4.8985, 1.7108)
H (0.4156, 5.8986, 3.4317)
H (-0.4371, 3.6335, 3.5132)
H (-1.1828, 7.1488, 2.3851)
H (-2.2391, 5.9386, 3.1225)
H (-2.2367, 6.2241, 0.4186)
H (-2.2768, 4.6039, 1.1153)
H (0.1953, 6.0952, 0.1360)
H (-0.3135, 4.4510, -0.2935)

Atom charges from the Löwdin analysis, given in e for atoms 1 to 2: number 1, V, carries 0.2665; number 2, O, carries -0.4311